# C5H12NS

A 2-piece molecular cluster, C5H12NS overall at a distorted geometry (ωB97M-V/def2-TZVPD, OMol25).

Results
lowest unoccupied orbital energy	-5.70	eV
maximum force	4.2	eV/Å
frontier orbital gap	8.73	eV
ΔE to the lowest compared entry with this formula, charge and spin	60.3	kcal/mol
HOMO level	-14.432	eV

Structure (ORCA input):
```
! wB97M-V def2-TZVPD RIJCOSX def2/J DEFGRID3
* xyz 1 1
S 0.597 1.776 0.773
N -0.468 0.196 -2.002
C 1.003 -1.009 0.639
C -2.429 0.712 0.589
C 0.089 0.202 0.679
C -1.364 -0.163 0.767
C 2.473 -0.691 0.505
H 2.954 -1.632 0.543
H -0.586 2.182 0.818
H -2.309 1.718 0.204
H -0.671 1.184 -2.158
H 0.135 -0.040 -2.787
H -1.343 -0.299 -2.277
H 0.597 -1.528 -0.293
H 2.867 -0.217 1.355
H 2.740 -0.139 -0.445
H -1.581 -1.110 1.133
H 0.712 -1.520 1.645
H -3.417 0.379 0.311
*
```